Entry 1:
Here is a structure of composition C26H53InN5O8SbSi3 at a distorted geometry from the OMol25 dataset. Energies are from ωB97M-V with the def2-TZVPD basis set.

Its HOMO energy is -7.7 eV. Its energy above the lowest of the compared OMol25 structures with the same formula, charge and spin is 99.99 kJ/mol. The calculation puts the total energy at -3197.3156 hartree.

Geometry (Å):
In (0.11, -0.25, 1.27)
O (3.25, 4.13, 4.69)
C (2.55, 3.15, 4.06)
C (3.15, 1.95, 3.69)
C (2.37, 1.01, 3.04)
N (1.10, 1.23, 2.77)
C (0.51, 2.35, 3.13)
C (1.20, 3.35, 3.77)
C (-1.00, 2.37, 2.81)
O (-1.57, 3.44, 2.68)
O (-1.50, 1.22, 2.72)
C (2.86, -0.34, 2.54)
O (4.03, -0.42, 2.15)
O (1.99, -1.24, 2.51)
H (4.16, 3.84, 4.84)
H (4.19, 1.74, 3.89)
H (0.72, 4.28, 4.05)
C (-1.95, -1.72, 3.84)
O (-1.44, -1.82, 2.54)
Si (-0.81, -3.20, 1.87)
C (0.39, -3.99, 3.11)
C (-2.24, -4.45, 1.62)
C (-0.08, -2.44, 0.28)
Si (1.58, -3.31, -0.18)
C (1.08, -5.17, -0.34)
C (2.21, -2.73, -1.90)
C (3.16, -3.36, 0.88)
Si (-1.25, -2.36, -1.22)
C (-3.12, -2.28, -0.75)
C (-1.24, -3.87, -2.42)
C (-0.82, -0.88, -2.39)
H (-2.88, -2.30, 3.92)
H (-2.15, -0.67, 4.02)
H (-1.23, -2.08, 4.57)
H (-0.13, -4.30, 4.02)
H (1.14, -3.26, 3.39)
H (0.89, -4.86, 2.70)
H (-2.10, -5.32, 2.26)
H (-2.30, -4.81, 0.60)
H (-3.20, -4.02, 1.87)
H (1.45, -5.59, -1.27)
H (0.01, -5.33, -0.31)
H (1.52, -5.75, 0.47)
H (1.59, -3.06, -2.72)
H (3.21, -3.12, -2.07)
H (2.28, -1.65, -1.94)
H (2.96, -3.65, 1.90)
H (3.66, -2.40, 0.90)
H (3.85, -4.09, 0.45)
H (-3.25, -1.97, 0.28)
H (-3.58, -3.26, -0.85)
H (-3.70, -1.61, -1.39)
H (-1.66, -4.76, -1.96)
H (-0.25, -4.11, -2.77)
H (-1.85, -3.64, -3.29)
H (-0.38, -0.07, -1.82)
H (-1.68, -0.51, -2.92)
H (-0.09, -1.19, -3.13)
N (-2.07, 0.55, 0.28)
C (-2.14, 1.95, -0.11)
C (-3.18, 2.14, -1.22)
C (-3.90, 3.50, -1.24)
C (-3.15, 4.59, -2.00)
N (-3.12, 4.32, -3.43)
C (-2.11, 3.79, -4.13)
N (-2.33, 3.53, -5.44)
N (-0.94, 3.54, -3.60)
C (-0.71, 2.45, -0.43)
O (-0.58, 3.50, -1.10)
O (0.24, 1.79, 0.00)
H (-2.39, -0.05, -0.46)
H (-2.58, 0.38, 1.13)
H (-2.42, 2.55, 0.77)
H (-3.95, 1.38, -1.06)
H (-2.73, 1.94, -2.20)
H (-4.05, 3.84, -0.21)
H (-4.89, 3.36, -1.69)
H (-2.14, 4.67, -1.61)
H (-3.67, 5.55, -1.87)
H (-4.01, 4.38, -3.90)
H (-3.16, 3.85, -5.90)
H (-1.56, 3.26, -6.03)
H (-0.78, 3.55, -2.54)
H (-0.20, 3.18, -4.17)
C (4.97, 0.30, -0.75)
Sb (2.87, 0.70, -0.32)
C (2.46, 1.41, -2.34)
C (3.31, 2.72, 0.32)
H (5.42, 1.20, -1.15)
H (5.06, -0.50, -1.48)
H (5.46, 0.01, 0.17)
H (3.34, 1.86, -2.78)
H (1.68, 2.16, -2.26)
H (2.12, 0.61, -2.99)
H (3.78, 3.25, -0.50)
H (3.97, 2.70, 1.18)
H (2.38, 3.21, 0.59)

---

Entry 2:
Here is a structure of composition C26H53N3PdS2SbSi4 at a distorted geometry from the OMol25 dataset. Energies are from ωB97M-V with the def2-TZVPD basis set.

As for the spin multiplicity: 5. Its expectation value of S² is 6.0325. Its HOMO energy (spin up / spin down) is -9.7 / -11.2 eV. Its energy above the lowest of the compared OMol25 structures with the same formula, charge and spin is 61.46 kJ/mol. The net charge is +1. The calculation puts the total energy at -3509.0518 hartree.

Geometry (Å):
Pd (0.30, -0.37, 0.43)
S (-1.39, -0.51, 2.35)
C (-1.57, -2.22, 2.39)
C (-1.97, -2.84, 3.58)
C (-2.16, -4.20, 3.65)
C (-2.60, -4.79, 4.87)
N (-2.96, -5.22, 5.87)
C (-1.94, -5.00, 2.49)
C (-1.57, -4.41, 1.31)
C (-1.39, -3.01, 1.22)
S (-1.04, -2.33, -0.30)
C (-2.08, -6.42, 2.56)
N (-2.20, -7.56, 2.60)
H (-2.12, -2.24, 4.47)
H (-1.41, -5.02, 0.43)
N (1.59, -0.41, 2.77)
H (1.38, 0.41, 3.33)
H (2.60, -0.51, 2.71)
H (1.25, -1.22, 3.28)
C (2.02, -1.42, -2.53)
Si (2.37, -1.18, -0.67)
C (3.10, -2.89, -0.10)
C (3.16, -3.01, 1.42)
C (4.50, -3.08, -0.70)
C (2.19, -4.01, -0.64)
C (3.57, 0.39, -0.49)
C (2.76, 1.65, -0.21)
C (4.58, 0.22, 0.65)
C (4.34, 0.55, -1.81)
H (2.91, -1.85, -3.00)
H (1.78, -0.50, -3.05)
H (1.20, -2.12, -2.69)
H (3.84, -2.27, 1.86)
H (3.51, -4.00, 1.72)
H (2.17, -2.87, 1.86)
H (5.20, -2.32, -0.35)
H (4.48, -3.05, -1.79)
H (4.90, -4.05, -0.40)
H (1.16, -3.88, -0.30)
H (2.55, -4.97, -0.28)
H (2.20, -4.03, -1.73)
H (2.21, 1.56, 0.73)
H (2.03, 1.86, -1.01)
H (3.43, 2.51, -0.14)
H (4.08, 0.13, 1.62)
H (5.22, 1.11, 0.70)
H (5.22, -0.64, 0.51)
H (3.68, 0.78, -2.64)
H (4.91, -0.34, -2.06)
H (5.05, 1.38, -1.71)
C (-1.22, 4.22, 2.30)
Si (-0.79, 4.06, 0.48)
C (-1.94, 5.05, -0.64)
C (1.01, 4.55, 0.19)
Sb (-1.32, 1.60, -0.28)
Si (-1.21, 1.54, -2.94)
C (-1.40, -0.29, -3.30)
C (0.47, 2.22, -3.47)
C (-2.59, 2.60, -3.66)
Si (-3.97, 1.33, 0.26)
C (-4.30, -0.47, -0.16)
C (-5.06, 2.49, -0.77)
C (-4.18, 1.83, 2.07)
H (-0.99, 5.23, 2.65)
H (-0.66, 3.51, 2.91)
H (-2.29, 4.05, 2.48)
H (-2.04, 6.07, -0.28)
H (-2.94, 4.61, -0.68)
H (-1.55, 5.09, -1.66)
H (1.10, 5.63, 0.31)
H (1.35, 4.30, -0.81)
H (1.67, 4.07, 0.91)
H (-0.82, -0.87, -2.58)
H (-1.04, -0.55, -4.30)
H (-2.44, -0.60, -3.22)
H (1.30, 1.68, -3.01)
H (0.57, 3.28, -3.23)
H (0.58, 2.12, -4.56)
H (-3.50, 2.53, -3.08)
H (-2.81, 2.27, -4.68)
H (-2.29, 3.65, -3.71)
H (-4.62, -0.58, -1.20)
H (-5.09, -0.89, 0.47)
H (-3.40, -1.07, -0.02)
H (-4.99, 2.31, -1.84)
H (-4.83, 3.54, -0.58)
H (-6.10, 2.32, -0.48)
H (-3.36, 1.49, 2.69)
H (-5.11, 1.40, 2.47)
H (-4.26, 2.91, 2.16)